1.
The following is a DFT calculation (ωB97M-V/def2-TZVPD) of C44H44MnO2P2S as an isolated structure.

Values from the calculation:
Kohn-Sham gap (spin up / spin down) (eV): 7.497 / 7.415
2S+1: 2
HOMO level (spin up / spin down) (hartree): -0.2612 / -0.2571

Last column: Mulliken spin population.
Atoms and positions in Å:
Mn: 0.91185 1.64866 -0.33731  0.971
S: -1.04333 2.85488 -0.33013  -0.024
P: 0.24798 -3.57287 1.11837  0.001
P: -0.00883 -0.43358 0.41031  -0.011
O: 1.18300 1.71243 -2.17432  0.028
O: 1.29867 2.87383 -4.04699  0.001
C: -0.04083 -0.98983 3.15553  -0.011
C: 3.19291 2.00573 0.42409  0.088
C: -3.61380 2.86539 -3.42585  0.003
C: 1.77951 2.62307 2.30000  0.014
C: -1.17623 -0.61602 -2.06407  0.032
C: 2.51109 -4.56107 -0.27678  0.000
C: 3.65312 3.62498 -1.45499  -0.005
C: -1.43192 -3.73992 0.42379  0.001
C: 1.45010 3.82128 1.64702  0.019
C: -1.45119 -0.60864 -0.69766  -0.021
C: -1.45354 2.57725 -4.40084  0.000
C: -0.46542 -0.82554 4.46726  0.001
C: 2.94468 3.25704 -0.17401  0.017
C: 2.69836 -6.78560 -1.17094  0.000
C: 1.19906 -4.80362 0.13255  0.000
C: -2.77376 -0.67358 -0.27290  0.014
C: -3.03571 2.88172 -2.16981  0.003
C: 2.96838 0.38921 2.33955  -0.003
C: -1.68824 -3.94030 -0.93468  0.001
C: -2.05513 0.81587 3.73818  0.003
C: 1.63437 5.41615 -0.28481  0.008
C: -0.63990 -0.27970 2.11550  -0.009
C: 0.85562 -2.03837 0.27776  -0.015
C: 0.42351 4.76136 2.22354  0.003
C: 0.63337 2.41400 -3.13608  0.023
C: -3.80507 -0.72784 -1.19897  -0.001
C: -4.04863 -4.03050 -0.49343  0.000
C: 2.63072 1.69962 1.67219  -0.044
C: -3.80908 -3.82521 0.85473  0.000
C: 3.25421 -5.54035 -0.92514  0.000
C: -2.20870 -0.68593 -2.98888  0.006
C: 0.65570 -6.06464 -0.11679  0.000
C: -2.98538 -4.08643 -1.39157  0.000
C: 1.39600 -7.04313 -0.76318  0.000
C: -2.81962 2.70729 -4.55676  -0.004
C: -0.85915 2.57804 -3.13787  -0.006
C: -2.50042 -3.68694 1.31190  -0.001
C: -1.48403 0.06946 4.76067  -0.004
C: 1.24793 2.33784 3.68664  -0.001
C: 2.03752 4.14471 0.41546  -0.108
C: -1.63269 0.65200 2.42559  -0.005
C: -1.65343 2.73691 -1.99427  0.021
C: 4.10539 1.01903 -0.26976  0.017
C: -3.52749 -0.73219 -2.55819  0.002
H: 3.97119 0.41686 2.77633  0.003
H: -2.82994 1.53940 3.95743  0.000
H: -0.11873 4.32815 3.05802  0.000
H: -4.68673 2.97856 -3.52422  0.000
H: -3.17284 -4.23024 -2.44786  0.000
H: -3.65599 3.00978 -1.29084  -0.001
H: -3.01290 -0.70171 0.78133  0.001
H: -4.83060 -0.76959 -0.85243  0.000
H: -5.06416 -4.14336 -0.85214  0.000
H: 1.96119 1.75737 4.26886  0.000
H: 0.55499 5.54905 -0.23527  -0.002
H: 2.96232 -0.43548 1.62837  -0.004
H: -0.15794 -0.51379 -2.42231  -0.003
H: 0.95049 -8.01139 -0.95330  0.000
H: 1.07294 3.26080 4.23305  -0.001
H: -0.86540 -3.98154 -1.64019  0.000
H: 2.10381 6.29101 0.17525  0.000
H: 4.64879 3.18633 -1.48506  0.000
H: 2.26886 0.14222 3.13109  -0.001
H: 0.75147 -1.69649 2.95306  0.000
H: -2.04612 1.27839 1.64374  0.002
H: -4.63389 -3.77887 1.55407  0.000
H: 2.97200 -3.59918 -0.10063  0.000
H: 1.88125 -1.88538 0.62017  -0.001
H: -2.30878 -3.52873 2.36751  0.000
H: -0.31236 5.01616 1.46073  0.000
H: -4.33518 -0.75734 -3.27906  -0.001
H: -1.82100 0.19505 5.78192  0.000
H: -0.80356 2.48174 -5.26049  0.000
H: 0.90840 -2.20545 -0.80198  -0.002
H: 0.30672 1.78076 3.67114  0.000
H: 3.77529 4.70183 -1.53034  0.000
H: 0.00140 -1.40175 5.25609  0.000
H: 3.80816 -0.01235 -0.08593  0.007
H: 5.13705 1.12097 0.08046  0.004
H: 1.89616 5.40419 -1.33802  0.000
H: 3.10623 3.28155 -2.33889  0.002
H: -1.98103 -0.66329 -4.04673  0.000
H: 4.09958 1.16306 -1.34669  -0.005
H: -3.25995 2.69613 -5.54546  0.000
H: 4.26708 -5.32352 -1.23974  0.000
H: 3.27296 -7.54867 -1.67960  0.000
H: 0.88068 5.69589 2.56081  0.000
H: -0.36340 -6.28307 0.18403  0.000


2.
The following is a DFT calculation (ωB97M-V/def2-TZVPD) of C44H45CoN8SSb as an isolated structure in a non-equilibrium geometry.

Values from the calculation:
Kohn-Sham gap (spin up / spin down) (eV): 5.688 / 5.404
2S+1: 2
HOMO level (spin up / spin down) (hartree): -0.2524 / -0.2483

Last column: Mulliken spin population.
Atoms and positions in Å:
Sb: 1.98110 -0.00902 1.46160  -0.021
Co: -0.05519 -0.00228 -0.93520  1.018
S: 1.48240 -1.41831 -1.77914  -0.021
N: -0.75807 -2.13502 0.85506  0.016
N: -3.25959 -0.61109 3.68282  -0.001
N: -4.55225 1.19779 4.53699  0.000
N: -2.48783 0.48380 0.34898  -0.174
N: -0.75675 0.04828 -3.15703  0.049
N: -1.34208 -1.50034 -0.34718  -0.023
N: 0.75695 1.75128 -1.19142  0.067
N: -1.32151 0.97168 0.03848  0.066
C: -1.39947 -2.87940 -0.99795  0.011
C: -1.14470 -4.46988 2.22341  -0.001
C: -2.32204 -2.32865 5.13927  0.001
C: -1.70793 -3.17382 4.29543  0.000
C: -0.46486 -3.38612 0.13686  -0.004
C: 1.41637 -0.63312 3.45632  0.006
C: 4.19325 1.99144 2.54267  0.003
C: -3.99425 0.48978 3.56002  -0.002
C: 2.38819 -0.29836 4.58640  0.004
C: 0.96870 3.14962 -3.20204  0.011
C: 2.82599 2.83720 -4.70984  0.008
C: -3.83992 -2.84663 -0.58132  0.037
C: -2.57743 1.59579 -2.73229  -0.008
C: 2.66024 1.53175 -2.68816  0.001
C: 3.32870 1.86249 -3.85959  -0.005
C: -2.75558 -3.49990 -1.01068  -0.081
C: 0.77440 -1.30400 -6.25998  -0.001
C: -1.13228 0.22841 -5.92063  -0.002
C: -0.98237 2.27689 0.33535  0.076
C: -3.78152 -1.47771 -0.12384  -0.122
C: -1.92192 0.91855 -5.05985  0.005
C: -1.70646 0.80894 -3.66262  0.020
C: -0.78725 -4.59817 0.94809  -0.002
C: -4.32590 0.73470 5.77029  0.000
C: 1.78761 -2.05746 -5.73207  0.001
C: -0.09270 -0.57858 -5.41028  0.003
C: 4.69209 -0.74590 0.15300  -0.002
C: 1.15123 -1.40127 -3.47578  -0.012
C: 0.15694 2.69946 -0.39888  0.019
C: -3.58853 -0.40238 6.01412  0.000
C: 2.79429 1.94241 1.92954  0.005
C: -1.66038 3.13609 1.20958  -0.032
C: 3.87085 -1.05774 1.40692  0.009
C: 1.46365 2.16328 -2.33908  0.001
C: -1.20340 4.42426 1.37206  0.029
C: 1.97497 -2.10022 -4.34355  -0.003
C: -1.40834 -3.16922 2.86784  0.002
C: -0.07768 4.86275 0.65610  -0.003
C: -1.33456 -2.06782 2.08998  -0.012
C: 1.64343 3.48206 -4.36771  -0.004
C: 0.59258 4.02759 -0.21182  0.003
C: -2.60455 -0.80933 -0.04245  0.070
C: 0.06813 -0.62815 -4.01002  0.000
C: -3.05314 -1.07985 4.91651  -0.001
H: -0.93849 -2.86170 -1.98624  -0.015
H: 0.57770 -3.39134 -0.20267  0.004
H: 0.43789 -0.18296 3.64338  0.001
H: 2.04845 -0.72270 5.53558  0.000
H: 4.20463 -1.13067 -0.74502  0.002
H: -2.33526 -2.64356 6.17740  0.000
H: 5.68754 -1.19395 0.21246  0.000
H: -1.70926 5.09750 2.05220  0.003
H: -3.43123 -0.76306 7.02165  0.000
H: -2.81345 -4.51875 -1.37559  0.000
H: -4.76616 1.29820 6.58589  0.000
H: 0.62388 -1.24453 -7.33186  0.000
H: -4.17331 0.82790 2.54423  0.000
H: 4.26595 1.41168 3.46273  0.000
H: -1.66143 -1.08869 2.41637  0.006
H: 1.23376 4.24339 -5.02112  0.000
H: -4.68480 -0.93940 0.12986  0.000
H: -3.20099 0.93166 -2.13042  0.001
H: -3.22605 2.26729 -3.29307  -0.001
H: -4.80381 -3.34040 -0.60018  -0.001
H: 4.94864 1.61054 1.85362  0.000
H: 3.35128 3.09583 -5.62022  0.001
H: -1.32645 -5.35971 2.81774  0.000
H: 2.76604 2.49102 0.98587  -0.001
H: 2.79362 -2.67320 -3.92447  0.001
H: 1.25001 -1.71103 3.38326  0.000
H: 4.46773 3.02230 2.78415  0.000
H: 4.25501 1.35540 -4.10503  0.000
H: -2.71569 1.55947 -5.41918  0.000
H: -2.52821 2.77290 1.74203  -0.008
H: 3.38795 -0.69391 4.39459  0.000
H: 3.64807 -2.12545 1.47745  0.002
H: -1.27925 0.29596 -6.99285  0.000
H: 2.47809 0.78038 4.72610  0.000
H: 0.03790 3.64647 -2.95292  0.001
H: -0.68669 -5.56920 0.47742  0.000
H: 2.45423 -2.61204 -6.37997  0.000
H: 1.46251 4.38052 -0.75050  -0.002
H: 4.82676 0.33048 0.01313  0.000
H: 2.05737 2.41743 2.58228  0.001
H: 3.05829 0.77333 -2.02488  0.002
H: -1.97005 2.18510 -2.04453  0.003
H: 0.28449 5.87297 0.80306  0.000
H: -1.34244 -4.07488 4.78567  0.000
H: 4.41363 -0.77317 2.30927  -0.001


3.
The following is a DFT calculation (ωB97M-V/def2-TZVPD) of a 2-piece molecular cluster, C44H45FN5O3 overall in a non-equilibrium geometry.

Values from the calculation:
Net charge: +1
Kohn-Sham gap (eV): 5.314
2S+1: 1
HOMO level (hartree): -0.3968

Last column: Mulliken charge in e.
Atoms and positions in Å:
F: -1.58052 2.73835 2.37102  -0.310
O: -2.77284 0.86748 6.88971  -0.551
O: 1.99798 -6.76975 -2.85168  -0.675
O: -3.65749 -1.13935 6.74922  -0.570
N: 0.53211 -6.38297 -1.11398  0.277
N: 0.03132 3.39578 -0.89580  0.573
N: 1.01994 -4.24619 -0.57439  0.587
N: 3.35272 5.90808 -0.30419  -0.561
N: -2.87318 -0.25181 6.33874  0.946
C: 1.50301 -6.02863 -2.00587  0.258
C: 0.34041 -1.44851 1.78708  -0.760
C: -3.87847 5.26237 -1.02599  -0.950
C: 1.83924 -4.55932 -1.75160  0.046
C: -0.44846 4.74686 1.80309  -0.333
C: 1.08762 5.62136 -1.01772  -0.208
C: 3.72393 -3.99433 -4.16616  -0.229
C: -0.01364 7.08998 2.18375  -0.938
C: -0.98672 1.41094 -1.75643  -0.578
C: -2.64891 4.04940 0.67664  -0.773
C: -2.06889 -0.54030 5.20313  -0.101
C: -3.84589 3.77449 1.34189  -0.276
C: 3.81913 -4.83768 -6.43910  -0.428
C: -5.05672 4.23093 0.82110  -0.754
C: -0.50422 2.70292 0.27665  -0.494
C: 0.16835 -5.36465 -0.13391  0.005
C: 0.11927 2.43363 -2.01346  -0.691
C: -0.46990 -1.15419 2.93686  0.836
C: 0.74168 4.41873 2.45827  -0.158
C: 2.39998 3.72005 -0.31745  -0.084
C: 1.20637 6.76839 2.77689  -0.567
C: -1.32796 -5.04324 -0.26902  -1.502
C: -1.37293 -2.11208 3.50776  -0.346
C: 0.53729 -5.85816 1.27314  -1.537
C: -2.66816 4.77551 -0.51658  0.126
C: -0.85796 6.07620 1.72071  -0.056
C: 3.46407 4.60339 -0.09441  -0.617
C: 4.46980 -4.37956 -5.28621  -0.750
C: 2.20845 6.41887 -0.75521  -0.520
C: 1.16977 4.24531 -0.74233  0.210
C: -5.07656 4.98097 -0.35908  -0.608
C: 2.42002 -4.90924 -6.46817  -0.639
C: 2.32981 -4.07400 -4.19505  0.555
C: 0.31350 -2.68066 1.12981  0.564
C: -2.15453 -1.81343 4.60823  -0.862
C: 1.57916 5.42791 2.92231  -0.743
C: 1.67952 -4.52099 -5.34952  -0.313
C: 1.08075 -3.04004 0.02426  0.381
C: -0.41684 0.12896 3.57271  -0.105
C: -1.29500 3.60061 1.26249  2.505
C: -0.01817 -7.71636 -1.11217  -0.946
C: 1.52536 -3.69040 -2.96929  -0.784
C: -1.19873 0.43521 4.66929  -0.474
C: -1.35720 1.54584 -0.28540  -0.493
H: -1.71813 4.96526 -1.01936  0.290
H: 0.58912 -4.59000 -5.34077  0.313
H: -0.09257 -6.71658 1.53804  0.459
H: 2.91548 -4.47716 -1.50183  0.382
H: 0.01626 2.95929 -2.97203  0.424
H: -3.82979 3.21381 2.27630  0.363
H: 1.01229 3.36894 2.59027  0.203
H: 1.03298 -0.68438 1.43572  0.471
H: 4.21359 -3.64712 -3.25270  0.331
H: -0.63453 0.40033 -1.98456  0.210
H: 0.26949 0.88142 3.17951  0.116
H: -5.97783 3.99899 1.35666  0.419
H: 0.33306 2.25369 0.84886  0.642
H: 5.55833 -4.32095 -5.24936  0.381
H: 1.90041 -5.27015 -7.35718  0.373
H: -1.17386 1.41209 5.14631  0.500
H: 0.41341 -8.26115 -1.95495  0.387
H: -0.32593 8.12763 2.06163  0.425
H: -1.91757 -5.91837 0.03247  0.479
H: -1.62126 -4.19353 0.35088  0.414
H: 1.10289 1.93161 -2.00954  0.324
H: -3.87002 5.86103 -1.93753  0.440
H: -1.46450 -3.11189 3.08139  0.296
H: 0.45057 -3.78901 -3.18912  0.387
H: 0.40452 -5.07901 2.02605  0.400
H: 1.79750 -2.33965 -0.41922  0.613
H: -1.11038 0.64191 0.28561  -0.061
H: -1.10921 -7.68511 -1.21838  0.305
H: 2.16650 7.49947 -0.91666  0.364
H: 0.22524 -8.24112 -0.17981  0.308
H: 2.51836 2.65520 -0.11507  0.308
H: 1.59314 -6.16313 1.27449  0.381
H: -1.84929 1.62334 -2.39799  0.250
H: 4.42409 4.22953 0.26738  0.344
H: -2.42857 1.73886 -0.15812  0.383
H: 2.52563 5.15677 3.39219  0.406
H: 4.40003 -5.13825 -7.31290  0.380
H: -6.02448 5.34811 -0.75528  0.395
H: -1.54986 -4.79636 -1.31728  0.337
H: 0.15663 6.06816 -1.36408  0.365
H: -1.81756 6.32455 1.26676  0.450
H: 1.72291 -2.64228 -2.69591  0.445
H: -0.37059 -3.43467 1.51678  -0.867
H: 1.87437 7.55769 3.12397  0.398
H: -2.84159 -2.54050 5.03378  0.483


| no. | electronic energy (a.u.) |
| --- | --- |
| 1 | -4085.48041 |
| 2 | -4162.81314 |
| 3 | -2302.70293 |